This record from the Open Molecules 2025 dataset describes a 2-piece molecular cluster, CH3N3O overall at a distorted geometry. The level of theory is wB97M-V/def2-TZVPD.

CARTESIAN COORDINATES (ANGSTROEM)
1 C 0.635 -1.469 -0.893
2 N -0.441 1.695 0.485
3 N -0.300 0.583 0.865
4 N 0.453 -2.062 0.098
5 O 0.937 -0.844 -1.850
6 H -1.372 2.287 0.452
7 H 0.277 2.342 0.108
8 H -0.189 -2.531 0.737

energy above the lowest of the compared OMol25 structures with the same formula, charge and spin	296.1	kJ/mol
Kohn-Sham gap	9.2	eV
charge	0
electronic energy	-279.3145	a.u.

These are the Mulliken partial charges, in e, on atoms 1 to 4:
1 C 0.4905
2 N -0.0098
3 N -0.4505
4 N -0.2932

---

This record from the Open Molecules 2025 dataset describes an isolated ion of composition C21H37ClN and charge +1. The level of theory is wB97M-V/def2-TZVPD.

CARTESIAN COORDINATES (ANGSTROEM)
1 C 7.771 0.035 2.084
2 C 6.641 0.657 2.893
3 C 5.269 0.242 2.364
4 C 4.139 0.880 3.170
5 C 2.749 0.363 2.798
6 C 2.331 0.766 1.379
7 C 0.910 0.278 1.115
8 N 0.336 0.565 -0.238
9 C 0.297 2.038 -0.501
10 C -0.522 2.871 0.473
11 C 1.181 -0.037 -1.317
12 C 1.389 -1.542 -1.246
13 C -1.041 -0.020 -0.248
14 C -1.857 0.152 -1.526
15 C -3.224 -0.517 -1.352
16 C -4.088 -0.369 -2.609
17 C -5.419 -1.040 -2.404
18 C -6.486 -0.340 -1.856
19 C -7.701 -0.959 -1.629
20 C -7.853 -2.299 -1.950
21 Cl -9.366 -3.082 -1.669
22 C -6.800 -3.014 -2.500
23 C -5.591 -2.381 -2.721
24 H 7.720 0.351 1.044
25 H 7.713 -1.051 2.116
26 H 8.735 0.337 2.484
27 H 6.725 1.745 2.860
28 H 6.731 0.350 3.937
29 H 5.181 -0.845 2.414
30 H 5.199 0.537 1.314
31 H 4.170 1.965 3.047
32 H 4.306 0.667 4.227
33 H 2.024 0.761 3.511
34 H 2.737 -0.726 2.886
35 H 2.397 1.852 1.302
36 H 3.033 0.323 0.675
37 H 0.242 0.723 1.854
38 H 0.878 -0.803 1.261
39 H 1.327 2.396 -0.497
40 H -0.096 2.178 -1.509
41 H -1.573 2.598 0.474
42 H -0.457 3.908 0.153
43 H -0.138 2.822 1.488
44 H 2.153 0.458 -1.284
45 H 0.718 0.215 -2.271
46 H 0.459 -2.096 -1.327
47 H 2.010 -1.828 -2.091
48 H 1.911 -1.847 -0.344
49 H -0.946 -1.085 -0.035
50 H -1.593 0.427 0.581
51 H -2.019 1.206 -1.753
52 H -1.358 -0.310 -2.379
53 H -3.751 -0.071 -0.506
54 H -3.093 -1.579 -1.136
55 H -3.573 -0.822 -3.458
56 H -4.237 0.690 -2.824
57 H -6.372 0.706 -1.610
58 H -8.527 -0.409 -1.208
59 H -6.929 -4.054 -2.753
60 H -4.774 -2.939 -3.155

energy above the lowest of the compared OMol25 structures with the same formula, charge and spin	18.9	kJ/mol
Kohn-Sham gap	8.6	eV
charge	+1
electronic energy	-1337.1177	a.u.

These are the Mulliken partial charges, in e, on atoms 1 to 4:
1 C -1.3104
2 C -0.4250
3 C -0.4317
4 C -0.8890

---

This record from the Open Molecules 2025 dataset describes one molecule with the formula C14H17N3O2S2. The level of theory is wB97M-V/def2-TZVPD.

CARTESIAN COORDINATES (ANGSTROEM)
1 C 4.148 -0.564 4.040
2 C 2.834 -1.066 3.448
3 C 2.995 -2.408 2.769
4 S 1.391 -3.015 2.185
5 O 1.606 -4.279 1.541
6 O 0.431 -2.931 3.242
7 N 1.030 -1.952 0.943
8 C 0.118 -0.896 0.917
9 C -0.335 -0.301 2.090
10 C -1.198 0.779 2.019
11 C -1.615 1.278 0.801
12 C -1.177 0.680 -0.381
13 C -1.644 1.194 -1.656
14 C -1.446 0.700 -2.928
15 N -2.123 1.540 -3.765
16 C -2.684 2.493 -2.976
17 N -2.427 2.324 -1.715
18 S -3.576 3.678 -3.882
19 C -3.486 2.592 -5.372
20 C -2.286 1.661 -5.184
21 C -0.309 -0.406 -0.312
22 H 4.898 -0.448 3.262
23 H 4.526 -1.264 4.781
24 H 4.000 0.399 4.521
25 H 2.090 -1.172 4.240
26 H 2.456 -0.341 2.724
27 H 3.634 -2.367 1.892
28 H 3.362 -3.170 3.453
29 H 1.202 -2.388 0.051
30 H -0.041 -0.708 3.042
31 H -1.549 1.234 2.933
32 H -2.283 2.120 0.733
33 H -0.917 -0.155 -3.294
34 H -3.396 3.224 -6.252
35 H -4.422 2.034 -5.420
36 H -2.470 0.684 -5.641
37 H -1.380 2.094 -5.628
38 H 0.043 -0.877 -1.218

energy above the lowest of the compared OMol25 structures with the same formula, charge and spin	180.6	kJ/mol
Kohn-Sham gap	8.2	eV
charge	0
electronic energy	-1654.8132	a.u.

These are the Mulliken partial charges, in e, on atoms 1 to 4:
1 C -1.4658
2 C -0.0858
3 C -0.6868
4 S 1.0550

---

This record from the Open Molecules 2025 dataset describes an isolated ion of composition C2HO4P and charge -2 at a distorted geometry. The level of theory is wB97M-V/def2-TZVPD.

CARTESIAN COORDINATES (ANGSTROEM)
1 O 1.311 1.503 0.802
2 P 1.510 0.383 -0.233
3 O 2.330 0.940 -1.441
4 O 1.849 -0.939 0.262
5 C -0.350 -0.054 -0.736
6 C -1.400 -0.245 -0.171
7 O -2.659 -0.800 0.307
8 H -2.592 -0.789 1.210

energy above the lowest of the compared OMol25 structures with the same formula, charge and spin	44.5	kJ/mol
Kohn-Sham gap	4.9	eV
charge	-2
electronic energy	-719.0665	a.u.

These are the Mulliken partial charges, in e, on atoms 1 to 4:
1 O -0.7949
2 P 0.8507
3 O -0.8502
4 O -0.6978

---

This record from the Open Molecules 2025 dataset describes one molecule with the formula C8H11Br2NO at a distorted geometry. The level of theory is wB97M-V/def2-TZVPD.

CARTESIAN COORDINATES (ANGSTROEM)
1 C -0.749 0.762 -1.143
2 C -1.881 -0.573 1.428
3 C -1.239 -1.901 1.778
4 C -1.591 -0.249 -1.580
5 C 0.687 0.368 -0.634
6 C -0.605 -0.990 0.834
7 C 1.627 0.027 -1.782
8 C 1.274 1.497 0.215
9 N 0.435 -0.762 0.193
10 O -1.123 1.922 -0.983
11 Br -1.157 -1.991 -2.152
12 Br 2.146 -2.254 0.602
13 H -2.762 -0.558 0.804
14 H -1.844 0.236 2.141
15 H -0.782 -2.041 2.748
16 H -1.667 -2.802 1.364
17 H -2.548 0.066 -1.970
18 H 1.617 0.836 -2.510
19 H 1.336 -0.891 -2.281
20 H 2.638 -0.091 -1.400
21 H 2.208 1.168 0.665
22 H 0.578 1.791 0.997
23 H 1.460 2.361 -0.417

energy above the lowest of the compared OMol25 structures with the same formula, charge and spin	136.9	kJ/mol
Kohn-Sham gap (spin up / spin down)	8.6 / 5.7	eV
charge	0
electronic energy	-5589.2960	a.u.

These are the Mulliken partial charges, in e, on atoms 1 to 4:
1 C 0.8628
2 C -0.4437
3 C -0.3939
4 C -1.1188

---

This record from the Open Molecules 2025 dataset describes a 2-piece molecular cluster, C4H9NOS overall at a distorted geometry. The level of theory is wB97M-V/def2-TZVPD.

CARTESIAN COORDINATES (ANGSTROEM)
1 C 0.465 -1.569 0.371
2 C -1.911 0.911 0.873
3 C 0.811 -0.338 -0.014
4 C 0.367 0.126 -1.402
5 N 1.376 0.676 0.653
6 O -1.198 1.405 3.261
7 S -1.035 1.863 1.836
8 H -0.055 -2.246 -0.322
9 H 0.486 -1.941 1.438
10 H -2.744 0.249 1.262
11 H -1.898 1.263 -0.173
12 H -0.743 -0.190 -1.755
13 H 1.072 -0.440 -2.012
14 H 0.329 1.263 -1.418
15 H 2.083 1.050 0.098
16 H 1.422 0.595 1.634

energy above the lowest of the compared OMol25 structures with the same formula, charge and spin	377.1	kJ/mol
Kohn-Sham gap	8.5	eV
charge	0
electronic energy	-685.8753	a.u.

These are the Mulliken partial charges, in e, on atoms 1 to 4:
1 C -0.9409
2 C -0.4945
3 C 0.8589
4 C -1.3627